(1)
146
Properties=species:S:1:pos:R:3:lowdin_charge:R:1 method="wB97M-V/def2-TZVPD" e_above_lowest_kcal_mol=224.2 largest_force_ev_per_a=5.3 charge=+1 multiplicity=4 e_tot_ha=-2841.3445
C 2.63 -3.04 1.07 -0.13
O 3.80 -2.34 0.47 -0.24
C 3.23 -1.60 -0.68 -0.26
C 4.22 -0.42 -1.25 -0.16
C 4.06 1.02 -0.42 -0.18
C 3.27 2.10 -1.35 -0.21
C 1.92 2.75 -0.67 -0.21
C 0.72 3.09 -1.78 -0.20
C -0.79 3.07 -1.07 -0.19
C -1.56 1.65 -1.38 -0.22
C -3.20 1.73 -1.35 -0.18
C -3.97 0.33 -1.72 -0.13
C -3.13 -0.70 -2.68 -0.21
C -4.24 -1.51 -3.61 -0.11
O -3.47 -2.14 -4.69 -0.17
C -2.47 -3.09 -4.19 -0.15
C -1.49 -2.51 -3.01 -0.31
P 0.00 -1.56 -3.79 0.80
O -0.41 -0.51 -4.90 -0.47
N -2.23 -1.67 -1.95 -0.10
C -2.91 -2.51 -0.89 -0.08
C -2.69 -1.88 0.64 -0.08
F -2.28 -2.90 1.64 -0.11
H 1.94 -3.54 0.27 0.09
H 2.08 -2.28 1.78 0.10
H 3.03 -3.93 1.76 0.11
H 3.08 -2.37 -1.56 0.12
H 2.15 -1.21 -0.38 0.11
H 5.35 -0.79 -1.14 0.12
H 4.03 -0.31 -2.40 0.10
H 5.18 1.40 -0.26 0.10
H 3.57 0.85 0.65 0.12
H 4.01 3.00 -1.55 0.12
H 2.98 1.64 -2.40 0.10
H 1.49 2.10 0.21 0.10
H 2.21 3.80 -0.17 0.12
H 0.90 4.21 -2.17 0.12
H 0.81 2.36 -2.69 0.10
H -0.57 3.13 0.10 0.12
H -1.41 3.98 -1.45 0.12
H -1.24 0.90 -0.50 0.10
H -1.10 1.22 -2.36 0.09
H -3.53 2.10 -0.27 0.12
H -3.51 2.53 -2.16 0.13
H -4.39 -0.15 -0.73 0.11
H -4.94 0.65 -2.35 0.14
H -2.52 -0.02 -3.45 0.17
H -4.98 -0.71 -4.10 0.17
H -4.92 -2.25 -3.00 0.14
H -2.92 -4.15 -3.87 0.16
H -1.76 -3.34 -5.11 0.16
H -1.02 -3.45 -2.46 0.15
H 0.77 -1.01 -2.71 0.01
H 0.85 -2.55 -4.47 0.05
H -1.45 -1.14 -1.45 0.15
H -2.45 -3.61 -0.82 0.16
H -4.06 -2.65 -1.04 0.15
H -2.01 -0.92 0.65 0.12
H -3.77 -1.50 0.98 0.14
C -4.47 6.62 3.48 -0.03
C -4.76 6.07 2.05 -0.46
C -5.97 6.81 1.41 -0.15
C -7.31 6.38 1.97 -0.19
C -7.48 4.87 1.88 -0.14
C -6.31 4.10 2.55 -0.47
N -4.95 4.58 2.11 -0.01
O -4.73 4.07 0.81 -0.06
C -6.46 4.23 4.09 -0.05
C -6.51 2.57 2.30 -0.05
C -3.49 6.50 1.23 -0.05
H -3.41 6.89 3.61 0.08
H -5.05 7.52 3.69 0.09
H -4.65 5.91 4.27 0.06
H -5.98 6.63 0.32 0.12
H -5.86 7.89 1.53 0.12
H -7.42 6.72 3.00 0.11
H -8.12 6.87 1.40 0.12
H -8.43 4.58 2.33 0.13
H -7.55 4.58 0.82 0.12
H -5.59 3.81 4.61 0.09
H -7.34 3.68 4.45 0.09
H -6.60 5.26 4.43 0.07
H -6.56 2.32 1.24 0.07
H -7.45 2.21 2.74 0.08
H -5.69 1.99 2.75 0.08
H -2.59 5.99 1.60 0.08
H -3.31 7.58 1.33 0.09
H -3.58 6.30 0.16 0.07
C -1.22 -8.41 6.19 -0.03
C -1.86 -7.02 6.47 -0.46
C -3.33 -6.97 5.94 -0.15
C -3.43 -6.84 4.43 -0.19
C -2.62 -5.64 3.94 -0.15
C -1.14 -5.68 4.41 -0.47
N -1.00 -5.93 5.89 -0.02
O -1.33 -4.73 6.55 -0.03
C -0.40 -6.77 3.60 -0.05
C -0.44 -4.35 3.96 -0.05
C -1.95 -6.97 8.04 -0.05
H -0.76 -8.84 7.09 0.08
H -1.96 -9.13 5.83 0.09
H -0.40 -8.38 5.47 0.06
H -3.85 -6.12 6.39 0.12
H -3.87 -7.86 6.26 0.12
H -3.09 -7.76 3.95 0.10
H -4.48 -6.71 4.14 0.11
H -2.67 -5.59 2.85 0.11
H -3.11 -4.72 4.30 0.12
H 0.62 -6.92 3.98 0.09
H -0.30 -6.48 2.54 0.08
H -0.92 -7.73 3.59 0.07
H -0.94 -3.46 4.35 0.08
H -0.45 -4.26 2.87 0.06
H 0.61 -4.34 4.28 0.09
H -0.95 -6.96 8.49 0.09
H -2.47 -7.86 8.42 0.09
H -2.50 -6.10 8.41 0.07
C 8.68 0.01 -3.65 -0.03
C 8.04 1.40 -3.36 -0.45
C 6.57 1.45 -3.89 -0.15
C 6.47 1.58 -5.41 -0.19
C 7.28 2.78 -5.89 -0.14
C 8.76 2.74 -5.43 -0.47
N 8.90 2.49 -3.95 -0.02
O 8.57 3.69 -3.28 -0.03
C 9.50 1.65 -6.24 -0.05
C 9.46 4.06 -5.88 -0.04
C 7.95 1.45 -1.80 -0.05
H 9.14 -0.42 -2.75 0.08
H 7.94 -0.71 -4.01 0.09
H 9.50 0.04 -4.36 0.06
H 6.05 2.30 -3.44 0.12
H 6.03 0.55 -3.57 0.10
H 6.81 0.66 -5.89 0.10
H 5.42 1.71 -5.69 0.11
H 7.23 2.82 -6.99 0.12
H 6.79 3.70 -5.53 0.12
H 10.52 1.49 -5.86 0.09
H 9.60 1.93 -7.30 0.09
H 8.98 0.69 -6.25 0.06
H 8.96 4.96 -5.49 0.08
H 9.45 4.16 -6.97 0.08
H 10.51 4.08 -5.55 0.09
H 8.95 1.46 -1.35 0.09
H 7.43 0.56 -1.42 0.07
H 7.40 2.32 -1.43 0.07

(2)
163
Properties=species:S:1:pos:R:3:lowdin_charge:R:1 method="wB97M-V/def2-TZVPD" largest_force_ev_per_a=2.9 charge=+1 e_tot_ha=-5095.7330
K 0.01 0.17 -0.51 0.66
P -1.63 -0.92 1.85 0.03
O -2.07 0.65 1.85 -0.50
O -2.19 -1.83 2.97 -0.46
O -0.04 -1.02 1.89 -0.55
O -2.03 -1.41 0.35 -0.54
C -4.20 -8.16 2.67 -0.08
C -4.67 -6.90 1.85 -0.22
C -3.47 -6.30 1.18 -0.14
N -3.85 -5.01 0.42 -0.20
C -4.26 -3.82 1.30 0.02
C -4.98 -5.16 -0.71 -0.07
C -4.70 -4.09 -1.77 -0.16
C -3.20 -3.92 -1.79 -0.12
C -2.60 -4.53 -0.43 -0.05
H -3.20 -8.07 3.10 0.07
H -4.05 -8.94 1.93 0.07
H -4.89 -8.41 3.48 0.08
H -5.10 -6.24 2.61 0.11
H -5.41 -7.18 1.10 0.11
H -2.97 -6.94 0.46 0.13
H -2.65 -6.06 1.87 0.14
H -4.55 -3.00 0.63 0.07
H -3.43 -3.39 1.85 0.07
H -5.15 -4.06 1.88 0.10
H -5.94 -5.24 -0.20 0.12
H -4.86 -6.13 -1.17 0.12
H -5.27 -3.19 -1.54 0.09
H -4.95 -4.43 -2.78 0.12
H -2.97 -2.86 -1.90 0.09
H -2.63 -4.43 -2.57 0.11
H -1.98 -3.96 0.26 0.10
H -2.03 -5.43 -0.67 0.10
C -2.57 4.63 3.35 -0.09
C -1.09 4.40 3.67 -0.22
C -0.84 2.98 4.19 -0.07
N 0.66 2.43 4.06 -0.22
C 1.58 3.13 5.04 0.03
C 1.26 2.32 2.62 -0.07
C 2.36 1.27 2.74 -0.17
C 2.00 0.33 3.90 -0.13
C 0.66 0.95 4.44 -0.10
H -2.86 5.68 3.25 0.08
H -3.15 4.10 4.11 0.08
H -2.83 4.28 2.35 0.05
H -0.81 5.15 4.40 0.11
H -0.60 4.54 2.70 0.09
H -1.34 2.27 3.53 0.10
H -1.21 2.86 5.21 0.14
H 1.24 2.96 6.07 0.11
H 1.50 4.18 4.75 0.10
H 2.58 2.69 4.99 0.09
H 1.56 3.35 2.40 0.10
H 0.43 1.97 2.01 0.12
H 3.33 1.72 2.93 0.10
H 2.37 0.73 1.79 0.09
H 2.84 0.46 4.58 0.09
H 1.88 -0.72 3.62 0.10
H 0.35 0.72 5.46 0.14
H -0.12 0.50 3.82 0.09
C 3.31 -4.43 -3.64 -0.07
C 2.77 -3.53 -2.47 -0.20
C 3.16 -4.11 -1.08 -0.10
N 2.58 -3.36 0.14 -0.20
C 1.05 -3.21 0.03 0.02
C 3.25 -1.98 0.35 -0.07
C 4.60 -2.24 1.01 -0.15
C 4.29 -3.31 2.03 -0.15
C 3.11 -4.05 1.42 -0.09
H 4.30 -4.78 -3.35 0.07
H 3.37 -3.90 -4.59 0.07
H 2.68 -5.31 -3.74 0.07
H 1.69 -3.37 -2.51 0.08
H 3.13 -2.51 -2.64 0.08
H 4.22 -4.11 -0.85 0.13
H 2.77 -5.12 -0.95 0.13
H 0.64 -4.14 -0.38 0.10
H 0.74 -2.43 -0.67 0.07
H 0.56 -3.05 0.99 0.08
H 2.53 -1.38 0.90 0.11
H 3.35 -1.58 -0.66 0.11
H 5.07 -1.39 1.50 0.12
H 5.34 -2.51 0.26 0.11
H 4.09 -2.89 3.01 0.12
H 4.96 -4.15 2.21 0.12
H 2.28 -4.05 2.12 0.14
H 3.36 -5.09 1.19 0.12
C -6.89 -1.18 0.87 -0.08
C -6.41 0.11 0.24 -0.23
C -4.96 0.15 -0.18 -0.10
N -4.48 1.46 -0.81 -0.20
C -3.02 1.52 -1.18 -0.11
C -2.76 0.57 -2.38 -0.16
C -3.67 0.71 -3.55 -0.19
C -5.13 0.72 -3.15 -0.16
C -5.31 1.80 -2.06 -0.10
C -4.73 2.65 0.17 0.03
H -7.96 -1.35 0.97 0.08
H -6.48 -1.17 1.88 0.09
H -6.60 -2.08 0.33 0.05
H -6.71 0.93 0.89 0.11
H -6.99 0.37 -0.64 0.10
H -4.59 -0.65 -0.82 0.12
H -4.37 0.16 0.74 0.12
H -2.35 1.28 -0.36 0.07
H -2.84 2.54 -1.54 0.11
H -2.76 -0.46 -2.03 0.09
H -1.77 0.90 -2.70 0.09
H -3.61 -0.13 -4.24 0.12
H -3.50 1.58 -4.19 0.13
H -5.64 -0.23 -2.98 0.11
H -5.67 1.08 -4.03 0.12
H -6.35 1.93 -1.75 0.12
H -4.99 2.80 -2.33 0.14
H -5.80 2.68 0.40 0.09
H -4.59 3.62 -0.29 0.10
H -4.19 2.55 1.11 0.10
C 6.79 7.05 0.58 -0.09
C 6.77 5.96 -0.49 -0.20
C 5.79 4.75 -0.12 -0.12
N 5.22 3.88 -1.24 -0.20
C 6.36 3.30 -2.10 -0.11
C 5.85 2.22 -3.05 -0.14
C 5.09 1.11 -2.24 -0.18
C 3.87 1.73 -1.62 -0.18
C 4.27 2.80 -0.61 -0.06
C 4.41 4.83 -2.18 0.04
H 5.92 7.70 0.45 0.08
H 7.71 7.63 0.46 0.08
H 6.85 6.66 1.60 0.08
H 7.73 5.49 -0.68 0.10
H 6.45 6.35 -1.46 0.09
H 4.92 5.02 0.49 0.13
H 6.32 4.09 0.57 0.12
H 7.14 2.88 -1.47 0.13
H 6.90 4.06 -2.67 0.13
H 6.66 1.77 -3.62 0.12
H 5.15 2.66 -3.75 0.12
H 5.78 0.54 -1.62 0.12
H 4.73 0.36 -2.95 0.10
H 3.38 0.89 -1.13 0.10
H 3.15 2.15 -2.33 0.11
H 4.76 2.28 0.22 0.13
H 3.40 3.35 -0.25 0.11
H 4.99 5.36 -2.93 0.11
H 3.80 5.48 -1.55 0.10
H 3.62 4.25 -2.67 0.10
C -1.36 4.82 -0.47 -0.55
F -1.63 6.08 0.11 0.07
F -1.96 3.89 0.18 0.13
F -1.96 4.78 -1.74 0.07
S 0.56 4.42 -0.59 0.49
O 0.67 2.97 -0.78 -0.38
O 0.99 5.21 -1.72 -0.31
O 1.10 4.77 0.73 -0.36
C 0.66 -1.48 -4.83 -0.58
F -0.17 -1.05 -5.84 0.09
F -0.06 -2.22 -3.95 0.09
F 1.61 -2.21 -5.36 0.14
S 1.48 0.04 -3.86 0.55
O 0.41 1.03 -3.79 -0.32
O 1.80 -0.61 -2.56 -0.44
O 2.71 0.43 -4.62 -0.34

(3)
172
Properties=species:S:1:pos:R:3:lowdin_charge:R:1 method="wB97M-V/def2-TZVPD" largest_force_ev_per_a=3.4 charge=+1 multiplicity=2 e_tot_ha=-8121.9927
Cu -3.75 7.88 -5.46 0.82
As -1.55 3.73 -0.54 0.92
F -2.05 4.85 0.76 -0.31
F 0.08 4.58 -0.52 -0.34
F -1.18 2.66 -1.90 -0.29
F -3.17 2.94 -0.43 -0.31
F -2.14 4.91 -1.81 -0.34
F -0.81 2.56 0.66 -0.32
C -2.05 5.00 8.26 -0.06
C -1.81 6.45 8.50 -0.29
N -1.67 7.57 8.55 0.12
H -1.30 4.35 8.71 0.07
H -2.02 4.95 7.17 0.08
H -3.03 4.70 8.63 0.08
C -5.39 0.45 -5.52 -0.07
C -4.89 1.72 -5.98 -0.30
N -4.45 2.72 -6.37 0.11
H -5.61 0.60 -4.47 0.09
H -4.68 -0.32 -5.82 0.09
H -6.34 0.19 -5.98 0.08
C -13.08 -3.69 2.66 -0.11
O -12.65 -2.73 3.66 -0.21
C -11.89 -3.37 4.74 -0.18
C -11.22 -2.26 5.57 -0.15
O -9.96 -1.80 4.99 -0.11
C -10.09 -1.28 3.73 -0.25
C -8.75 -0.77 3.22 -0.16
O -8.17 0.24 4.08 -0.18
C -8.61 1.55 3.93 -0.13
H -13.83 -3.28 1.99 0.08
H -13.54 -4.59 3.07 0.08
H -12.32 -3.95 1.92 0.08
H -11.07 -3.96 4.32 0.12
H -12.49 -4.01 5.39 0.12
H -10.92 -2.78 6.48 0.12
H -11.96 -1.51 5.85 0.13
H -10.81 -0.47 3.73 0.13
H -10.46 -2.05 3.04 0.12
H -8.77 -0.44 2.18 0.12
H -8.08 -1.64 3.26 0.12
H -9.64 1.73 4.23 0.08
H -8.41 1.93 2.93 0.08
H -8.04 2.21 4.59 0.08
C 7.67 -0.01 -1.55 -0.14
O 8.52 -0.73 -0.72 -0.18
C 9.83 -0.95 -1.29 -0.19
C 10.73 -1.75 -0.42 -0.16
O 11.55 -0.91 0.44 -0.14
C 12.35 -1.59 1.35 -0.24
C 13.42 -0.69 1.89 -0.24
O 13.00 0.44 2.57 -0.15
C 13.99 1.06 3.27 -0.14
H 6.69 0.10 -1.09 0.08
H 7.50 -0.52 -2.49 0.09
H 8.01 1.02 -1.68 0.09
H 10.27 -0.01 -1.62 0.13
H 9.75 -1.51 -2.22 0.12
H 11.47 -2.20 -1.08 0.13
H 10.17 -2.47 0.17 0.14
H 12.78 -2.50 0.91 0.13
H 11.71 -1.85 2.19 0.13
H 13.97 -0.48 0.97 0.14
H 13.97 -1.37 2.55 0.13
H 14.96 0.75 2.88 0.09
H 13.90 0.81 4.33 0.09
H 13.89 2.13 3.12 0.09
C -0.11 7.58 -5.13 -0.09
O -1.10 8.51 -4.66 -0.21
C -0.46 9.40 -3.69 -0.15
C -1.54 10.32 -3.14 -0.20
O -2.70 9.58 -2.86 -0.16
C -3.71 10.18 -2.10 -0.16
C -4.82 9.12 -1.87 -0.14
O -5.04 8.28 -3.03 -0.23
C -5.96 7.24 -2.69 -0.07
H 0.48 7.16 -4.32 0.09
H 0.64 7.91 -5.85 0.09
H -0.68 6.74 -5.52 0.09
H 0.21 10.09 -4.20 0.13
H -0.09 8.81 -2.85 0.14
H -1.64 11.19 -3.79 0.13
H -1.19 10.77 -2.21 0.13
H -4.03 11.05 -2.69 0.12
H -3.27 10.67 -1.24 0.13
H -5.77 9.62 -1.68 0.13
H -4.57 8.47 -1.03 0.13
H -6.22 6.68 -3.59 0.09
H -6.88 7.77 -2.42 0.09
H -5.53 6.62 -1.90 0.11
C -1.95 -3.50 -14.60 -0.15
O -2.20 -2.61 -13.59 -0.18
C -2.54 -3.28 -12.37 -0.19
C -2.91 -2.26 -11.25 -0.14
O -1.89 -1.32 -10.85 -0.13
C -0.73 -1.95 -10.45 -0.22
C 0.25 -0.74 -10.03 -0.13
O 0.62 0.18 -11.10 -0.18
C 1.01 -0.41 -12.30 -0.13
H -1.26 -4.30 -14.31 0.09
H -1.50 -2.94 -15.42 0.09
H -2.88 -3.92 -14.97 0.09
H -1.78 -4.00 -12.06 0.11
H -3.39 -3.90 -12.64 0.12
H -3.48 -2.67 -10.42 0.12
H -3.60 -1.58 -11.76 0.12
H -0.21 -2.54 -11.21 0.10
H -1.00 -2.64 -9.65 0.12
H 1.19 -1.12 -9.63 0.11
H -0.13 -0.30 -9.11 0.11
H 1.35 0.39 -12.96 0.09
H 0.23 -0.94 -12.85 0.08
H 1.84 -1.09 -12.13 0.09
C -2.32 -10.14 6.50 -0.10
O -2.41 -8.75 6.70 -0.19
C -3.35 -8.07 5.89 -0.17
C -3.11 -6.52 6.11 -0.16
O -1.78 -6.06 5.87 -0.17
C -1.67 -4.64 6.04 -0.18
C -0.26 -4.22 5.67 -0.19
O 0.77 -4.67 6.56 -0.18
C 1.09 -6.02 6.46 -0.13
H -2.39 -10.35 5.43 0.09
H -3.07 -10.63 7.12 0.08
H -1.43 -10.58 6.95 0.08
H -4.37 -8.27 6.21 0.12
H -3.25 -8.31 4.84 0.12
H -3.33 -6.18 7.12 0.12
H -3.73 -5.97 5.40 0.12
H -1.96 -4.34 7.05 0.13
H -2.35 -4.18 5.33 0.12
H -0.05 -3.15 5.72 0.12
H -0.06 -4.47 4.63 0.12
H 1.98 -6.17 7.08 0.08
H 1.32 -6.37 5.46 0.09
H 0.31 -6.67 6.87 0.08
C 5.33 5.26 6.55 -0.05
O 5.93 4.23 5.80 -0.11
C 5.05 3.60 4.91 -0.16
C 5.72 2.41 4.16 -0.09
O 6.47 1.73 5.12 0.06
C 6.66 0.36 4.84 -0.08
C 7.28 -0.32 6.09 -0.17
O 8.34 0.48 6.55 -0.16
C 8.99 -0.03 7.69 -0.07
H 4.35 4.92 6.87 0.10
H 5.19 6.16 5.95 0.11
H 5.92 5.45 7.45 0.11
H 4.81 4.36 4.16 0.15
H 4.10 3.27 5.33 0.15
H 6.40 2.70 3.36 0.18
H 4.90 1.88 3.68 0.15
H 7.41 0.11 4.10 0.17
H 5.69 -0.12 4.67 0.15
H 7.71 -1.30 5.90 0.14
H 6.52 -0.47 6.85 0.14
H 9.16 -1.10 7.59 0.09
H 8.35 0.15 8.56 0.10
H 9.95 0.47 7.74 0.10
C -0.87 -3.91 -1.89 -0.07
C 0.19 -4.10 -2.98 -0.16
O 1.38 -4.71 -2.40 0.01
C 2.26 -5.39 -3.14 -0.34
O 2.14 -5.52 -4.34 0.14
C 3.45 -6.11 -2.33 -0.48
F 3.43 -5.72 -1.03 0.14
F 3.47 -7.45 -2.46 0.15
F 4.62 -5.79 -2.91 0.15
H -0.63 -3.29 -1.03 0.08
H -1.30 -4.81 -1.44 0.07
H -1.79 -3.45 -2.26 0.08
H 0.39 -3.10 -3.36 0.13
H -0.16 -4.80 -3.73 0.12